A | This record from the Open Molecules 2025 dataset describes one molecule with the formula C23H26N4O3. The level of theory is ωB97M-V with the def2-TZVPD basis set.

Properties
- 2S+1 = 1
- SMILES string = CC[C@@H](NC(=O)c1cccc(Cn2cc([N+](=O)[O-])cn2)c1)c1ccc(C(C)C)cc1
- LUMO energy (eV) = -0.091
- HOMO-LUMO gap (eV) = 9.05

Each line ends with the Löwdin charge.
Positions of all 56 atoms, in Å:
C: 2.82099 3.70908 0.82050  -0.09
C: 1.85002 2.70298 0.21727  -0.19
C: 2.14664 1.27628 0.70323  -0.28
N: 1.13782 0.35142 0.21896  0.12
C: 0.26882 -0.28123 1.03511  -0.44
O: 0.21984 -0.09868 2.23543  0.08
C: -0.65759 -1.23080 0.33967  -0.12
C: -0.25648 -2.01598 -0.73669  -0.03
C: -1.14769 -2.90229 -1.31419  -0.06
C: -2.44209 -3.00592 -0.83244  -0.04
C: -2.84770 -2.23908 0.25109  -0.21
C: -4.25742 -2.32087 0.77989  -0.08
N: -4.94702 -1.07066 0.57026  -0.15
C: -5.05290 -0.39197 -0.57458  0.04
C: -5.78369 0.75220 -0.27694  -0.15
N: -6.15084 1.77878 -1.16929  -0.38
O: -5.78303 1.67170 -2.32452  0.07
O: -6.80699 2.70137 -0.73041  0.08
C: -6.06629 0.65346 1.10239  -0.06
N: -5.54873 -0.45074 1.58399  0.10
C: -1.94816 -1.35959 0.83592  0.04
C: 3.51766 0.81020 0.27572  -0.19
C: 3.83117 0.65000 -1.06781  -0.03
C: 5.08744 0.21888 -1.45233  -0.02
C: 6.06792 -0.06360 -0.51040  -0.22
C: 7.43504 -0.53196 -0.94306  -0.39
C: 7.72593 -1.93306 -0.40092  -0.07
C: 8.51458 0.45680 -0.49813  -0.07
C: 5.75026 0.09723 0.83282  -0.02
C: 4.49421 0.52457 1.21997  -0.01
H: 2.58988 4.71266 0.47226  0.07
H: 2.75396 3.69733 1.90568  0.08
H: 3.84340 3.47017 0.53598  0.07
H: 0.82772 2.95887 0.50323  0.12
H: 1.91565 2.73836 -0.87255  0.11
H: 2.07033 1.24803 1.79530  0.14
H: 1.09659 0.19410 -0.77488  0.13
H: 0.75758 -1.96194 -1.10571  0.11
H: -0.83442 -3.51612 -2.14524  0.11
H: -3.13380 -3.69553 -1.29434  0.11
H: -4.80642 -3.12870 0.28495  0.13
H: -4.26290 -2.49558 1.85861  0.14
H: -4.63064 -0.72284 -1.50095  0.14
H: -6.61081 1.33900 1.71798  0.12
H: -2.23724 -0.76356 1.68910  0.13
H: 3.09425 0.86811 -1.82890  0.11
H: 5.30972 0.10208 -2.50404  0.11
H: 7.44839 -0.58048 -2.03782  0.13
H: 8.68594 -2.28722 -0.76998  0.08
H: 6.95387 -2.63056 -0.71875  0.08
H: 7.75695 -1.92854 0.68563  0.07
H: 8.30134 1.45073 -0.88565  0.08
H: 8.56246 0.51465 0.58627  0.07
H: 9.48795 0.14220 -0.86807  0.08
H: 6.48923 -0.11462 1.59097  0.11
H: 4.26666 0.63913 2.26976  0.12

***

B | This record from the Open Molecules 2025 dataset describes one molecule with the formula C23H26N4O3. The level of theory is ωB97M-V with the def2-TZVPD basis set.

Properties
- 2S+1 = 1
- SMILES string = CCc1nn([C@@H](CC)C(=O)NCCCc2ccccc2)c(=O)c2cc3occc3n12
- LUMO energy (eV) = 0.483
- HOMO-LUMO gap (eV) = 8.62

Each line ends with the Löwdin charge.
Positions of all 56 atoms, in Å:
C: 1.87704 -3.11592 1.42471  -0.08
C: 2.73624 -1.87134 1.19965  -0.15
C: 1.90043 -0.66446 0.92030  -0.26
N: 1.79348 -0.23346 -0.27561  0.18
N: 1.06930 0.85924 -0.56658  0.02
C: 1.17821 1.36685 -1.92950  -0.18
C: 2.50804 0.97862 -2.56936  -0.21
C: 3.69609 1.64584 -1.89007  -0.09
C: 0.00164 0.92678 -2.83239  -0.44
O: 0.16048 0.24093 -3.82055  0.07
N: -1.17836 1.44876 -2.46363  0.09
C: -2.32602 1.37598 -3.34424  -0.17
C: -3.00822 0.00696 -3.36377  -0.18
C: -3.86830 -0.26220 -2.12729  -0.16
C: -3.07997 -0.47695 -0.86669  -0.24
C: -3.21790 0.37673 0.21956  -0.04
C: -2.57131 0.11325 1.41364  -0.08
C: -1.76670 -1.00590 1.53388  -0.10
C: -1.59300 -1.84409 0.44589  -0.08
C: -2.24609 -1.58190 -0.74364  -0.04
C: 0.34741 1.57851 0.35901  -0.35
O: -0.34875 2.52923 0.01959  0.05
C: 0.51099 1.12277 1.71738  -0.11
C: 0.02683 1.65086 2.90224  0.09
C: 0.51351 0.80094 3.90183  -0.20
O: 0.47851 0.64810 5.23799  0.08
C: 1.21521 -0.46023 5.49824  -0.09
C: 1.73280 -1.03732 4.37572  0.02
C: 1.27918 -0.21798 3.31346  -0.16
N: 1.28308 -0.01676 1.96780  0.11
H: 1.33290 -3.35755 0.51574  0.07
H: 2.50877 -3.96194 1.68346  0.08
H: 1.16281 -2.95727 2.22939  0.06
H: 3.38997 -2.02964 0.34253  0.12
H: 3.34965 -1.67699 2.08200  0.11
H: 1.10709 2.46005 -1.84197  0.16
H: 2.60929 -0.10508 -2.53331  0.11
H: 2.46158 1.27544 -3.61741  0.12
H: 4.61661 1.38221 -2.40419  0.07
H: 3.78141 1.32320 -0.85494  0.06
H: 3.59120 2.72899 -1.90749  0.07
H: -1.22669 2.00077 -1.61389  0.11
H: -1.97201 1.59017 -4.35910  0.12
H: -3.03334 2.15036 -3.04308  0.12
H: -2.23805 -0.75665 -3.46924  0.10
H: -3.64736 -0.03595 -4.24802  0.11
H: -4.56359 0.56871 -1.98727  0.11
H: -4.46085 -1.16267 -2.31463  0.12
H: -3.85289 1.24738 0.13856  0.11
H: -2.70331 0.77626 2.25537  0.10
H: -1.28666 -1.22910 2.47630  0.10
H: -0.96663 -2.71975 0.53125  0.09
H: -2.12393 -2.25469 -1.58014  0.12
H: -0.58213 2.52530 2.99396  0.13
H: 1.30169 -0.74602 6.52784  0.12
H: 2.34059 -1.91740 4.34072  0.10

***

The calculated energies rank the structures as follows, beginning with the most stable: B, A.

***

A | This record from the Open Molecules 2025 dataset describes one molecule with the formula CH4N2S2. The level of theory is ωB97M-V with the def2-TZVPD basis set.

Properties
- 2S+1 = 1
- SMILES string = S/N=C/NS
- LUMO energy (eV) = 0.758
- HOMO-LUMO gap (eV) = 9.22

Each line ends with the Löwdin charge.
Positions of all 9 atoms, in Å:
S: 1.79939 -1.84662 0.79072  0.68
N: 0.62709 -1.07238 -0.20977  -0.38
C: 0.32980 0.10226 0.10838  -0.46
N: -0.52567 0.81050 -0.74611  -0.43
S: -1.24469 2.25132 -0.23103  0.74
H: 1.56875 -3.05320 0.21174  -0.15
H: 0.57212 0.65429 1.03393  0.11
H: -0.87193 0.30604 -1.50420  0.06
H: -2.25486 1.84778 0.54634  -0.16

***

B | This record from the Open Molecules 2025 dataset describes a 2-piece molecular cluster, CH4N2S2 overall. The level of theory is ωB97M-V with the def2-TZVPD basis set.

Properties
- 2S+1 = 1
- LUMO energy (alpha / beta) (eV) = -2.756 / -3.752
- HOMO-LUMO gap (alpha / beta) (eV) = 5.08 / 3.56

Each line ends with the Löwdin charge.
Positions of all 9 atoms, in Å:
C: 1.29114 -0.26351 0.13371  -0.93
N: 0.77619 0.42313 -0.82290  -0.06
N: -1.76059 0.12055 -0.54313  -0.33
S: 2.78776 -0.06065 0.95393  0.42
S: -1.59828 -0.05940 1.01805  0.94
H: 0.65202 -1.06224 0.44298  -0.01
H: 1.31086 1.20976 -1.15161  0.05
H: -1.05080 0.81755 -0.88844  -0.02
H: -2.40831 -1.12520 0.85742  -0.07

***

The calculated energies rank the structures as follows, beginning with the most stable: A, B.

***

A | This record from the Open Molecules 2025 dataset describes a 3-piece molecular cluster, C3H12NO2 overall. The level of theory is ωB97M-V with the def2-TZVPD basis set.

Properties
- 2S+1 = 1
- charge = +1
- LUMO energy (eV) = -4.679
- HOMO-LUMO gap (eV) = 10.15

Each line ends with the Löwdin charge.
Positions of all 18 atoms, in Å:
C: 1.66420 0.38687 -1.40408  -0.06
C: 0.13708 0.01770 -1.59104  -0.13
C: -1.61999 -0.36634 -0.08757  0.17
N: -0.39797 -0.05687 -0.17066  0.07
H: 1.89550 1.19101 -0.73486  0.07
H: 1.97412 -0.62791 -1.00642  0.07
H: 2.28631 0.63493 -2.30690  0.10
H: -0.49601 0.73675 -2.06549  0.12
H: 0.17418 -1.00673 -2.00704  0.14
H: -2.07409 -0.39080 0.96605  0.16
H: -2.12778 -0.65146 -0.95468  0.11
H: 0.15188 -0.03115 0.60355  0.11
H: 1.79434 -2.50586 1.73590  0.11
H: 1.44232 -3.01096 0.26252  0.09
O: 1.45857 -2.15862 0.82050  -0.13
H: -1.48745 3.07574 2.74776  0.03
H: -2.86189 2.53583 2.57817  0.07
O: -1.91332 2.22788 2.61428  -0.09

***

B | This record from the Open Molecules 2025 dataset describes a 2-piece molecular cluster, C3H12NO2 overall. The level of theory is ωB97M-V with the def2-TZVPD basis set.

Properties
- 2S+1 = 1
- charge = +1
- LUMO energy (eV) = -3.281
- HOMO-LUMO gap (eV) = 11.25

Each line ends with the Löwdin charge.
Positions of all 18 atoms, in Å:
C: 0.22702 -0.97787 -0.25944  -0.19
O: 1.27912 -1.87394 0.11468  -0.06
C: 0.23143 0.23683 0.65921  -0.29
C: -1.15958 0.73868 0.97140  -0.04
N: 0.84688 -0.26895 1.97386  0.22
H: 0.32379 -0.72048 -1.32138  0.14
H: -0.71608 -1.53293 -0.26951  0.14
H: 1.90502 -1.99029 -0.61032  0.12
H: 0.89562 1.00538 0.26994  0.16
H: -1.61925 0.95101 0.00155  0.10
H: -1.16766 1.69928 1.47512  0.09
H: -1.82392 0.01516 1.44082  0.10
H: 0.49318 -1.21408 2.15815  0.17
H: 1.81837 -0.49266 1.83135  0.16
H: 0.58288 0.34886 2.74265  0.18
H: -1.27845 0.91406 -3.46909  0.04
H: -0.39013 1.75304 -4.30510  0.04
O: -0.44823 1.40889 -3.40389  -0.07

***

C | This record from the Open Molecules 2025 dataset describes a 2-piece molecular cluster, C3H12NO2 overall. The level of theory is ωB97M-V with the def2-TZVPD basis set.

Properties
- 2S+1 = 1
- charge = +1
- LUMO energy (eV) = -3.262
- HOMO-LUMO gap (eV) = 11.22

Each line ends with the Löwdin charge.
Positions of all 18 atoms, in Å:
C: 0.21492 -0.84308 0.21526  -0.20
O: 0.88026 -1.35688 1.36684  -0.06
C: -0.37247 0.53658 0.52088  -0.27
C: -1.72982 0.74289 -0.09024  -0.05
N: -0.65207 0.48288 2.05606  0.20
H: 0.90819 -0.88717 -0.61945  0.13
H: -0.47733 -1.61863 -0.14705  0.14
H: 1.82211 -1.49734 1.18872  0.12
H: 0.35504 1.30912 0.31170  0.16
H: -1.52049 0.58487 -1.16871  0.11
H: -2.07945 1.78190 -0.06703  0.10
H: -2.51396 0.02099 0.11421  0.10
H: -0.95410 -0.46044 2.32906  0.17
H: 0.24998 0.40406 2.56227  0.18
H: -1.38723 1.14540 2.28150  0.17
H: 0.87126 -0.22553 -3.83075  0.04
H: 2.02034 0.55309 -4.25194  0.04
O: 1.46703 0.45397 -3.47270  -0.07

***

The calculated energies rank the structures as follows, beginning with the most stable: B, C, A.

***

A | This record from the Open Molecules 2025 dataset describes a 2-piece molecular cluster, C4H13N3 overall. The level of theory is ωB97M-V with the def2-TZVPD basis set.

Properties
- 2S+1 = 2
- charge = +1
- LUMO energy (alpha / beta) (eV) = -3.117 / -8.816
- HOMO-LUMO gap (alpha / beta) (eV) = 9.38 / 3.39

Each line ends with the Löwdin spin population.
Positions of all 20 atoms, in Å:
C: -1.25810 -1.44444 0.47776  0.01
N: -1.68037 1.51813 1.00986  0.01
C: -2.67950 0.55481 0.72625  0.00
N: -2.49703 -0.62310 0.31924  0.03
H: -1.01311 -1.89664 -0.51343  0.00
H: -1.49381 -2.24928 1.18615  0.00
H: -0.41570 -0.83993 0.84275  0.00
H: -1.73228 2.22175 0.25941  0.00
H: -1.94523 1.94249 1.89198  0.00
H: -3.70546 0.94875 0.72140  0.00
C: 2.13399 0.48895 -1.91961  0.07
N: 2.69388 0.39236 -0.54946  0.65
C: 2.58969 -0.91365 0.09473  0.08
H: 2.57733 -0.28070 -2.57044  0.00
H: 1.01847 0.39373 -1.99219  0.04
H: 2.41068 1.50459 -2.33648  0.01
H: 2.14429 1.02389 0.00376  0.02
H: 1.55153 -1.30393 0.33996  0.05
H: 3.21902 -0.91596 0.99385  0.01
H: 3.05239 -1.67456 -0.55890  0.00

***

B | This record from the Open Molecules 2025 dataset describes a 2-piece molecular cluster, C4H13N3 overall. The level of theory is ωB97M-V with the def2-TZVPD basis set.

Properties
- 2S+1 = 2
- charge = +1
- LUMO energy (alpha / beta) (eV) = -3.432 / -3.445
- HOMO-LUMO gap (alpha / beta) (eV) = 6.55 / 8.58

Each line ends with the Löwdin spin population.
Positions of all 20 atoms, in Å:
C: 0.79133 2.02348 0.20221  0.01
C: 0.65898 0.72839 1.08461  0.11
C: -0.69474 0.16189 1.08261  0.64
N: -2.09168 -3.29066 -1.44298  0.01
C: -1.52494 -2.05973 -1.44969  0.02
N: -0.89641 -1.55290 -0.44651  0.11
N: 2.28675 2.27821 0.23610  0.00
H: 0.39654 1.66152 -0.74120  0.00
H: 0.31015 2.87748 0.66024  0.00
H: 0.88570 1.04935 2.11492  0.02
H: 1.50017 0.11927 0.71444  0.02
H: -1.43020 0.67147 0.48364  0.02
H: -1.04434 -0.39233 1.93480  0.03
H: -2.60397 -3.57569 -2.26072  0.00
H: -2.29730 -3.77850 -0.58839  0.00
H: -1.70454 -1.47348 -2.34758  0.00
H: -0.55461 -2.36005 0.07935  0.00
H: 2.72578 1.77828 -0.54138  0.00
H: 2.60098 3.24526 0.13266  0.00
H: 2.68634 1.88873 1.09288  0.00

***

The calculated energies rank the structures as follows, beginning with the most stable: B, A.

***

A | This record from the Open Molecules 2025 dataset describes a 2-piece molecular cluster, C4H14N2OS overall. The level of theory is ωB97M-V with the def2-TZVPD basis set.

Properties
- 2S+1 = 2
- charge = -1
- LUMO energy (alpha / beta) (eV) = 2.937 / 2.863
- HOMO-LUMO gap (alpha / beta) (eV) = 2.22 / 8.13

Each line ends with the Löwdin spin population.
Positions of all 22 atoms, in Å:
C: -1.48582 0.20865 -0.04629  0.02
N: -0.41022 0.49221 -1.00852  0.05
C: 0.18440 -0.69503 -1.62994  0.03
C: 1.16622 -1.51685 -0.77888  0.04
S: 1.94287 -2.76731 -1.83771  0.09
C: -1.16001 -0.42831 1.35476  0.03
N: -1.42391 0.49574 2.45223  0.02
H: -2.12935 -0.47529 -0.62908  0.00
H: -2.06009 1.14308 0.00390  0.01
H: 0.26914 1.07381 -0.51794  0.08
H: -0.61072 -1.23754 -2.15072  0.00
H: 0.75439 -0.30698 -2.48057  0.02
H: 0.56709 -2.13357 -0.09603  0.00
H: 1.86617 -0.91611 -0.21505  0.05
H: 2.52604 -2.01114 -2.79918  0.01
H: -0.08493 -0.62707 1.35071  0.02
H: -1.68930 -1.37150 1.37512  0.00
H: -0.87967 1.34377 2.36615  0.03
H: -2.42467 0.64034 2.51373  0.00
H: 2.07934 3.76091 0.79810  0.08
H: 1.32597 2.31381 0.69166  0.08
O: 1.67705 3.01437 1.28353  0.30

***

B | This record from the Open Molecules 2025 dataset describes a 2-piece molecular cluster, C4H14N2OS overall. The level of theory is ωB97M-V with the def2-TZVPD basis set.

Properties
- 2S+1 = 2
- charge = -1
- LUMO energy (alpha / beta) (eV) = 3.050 / 3.230
- HOMO-LUMO gap (alpha / beta) (eV) = 2.00 / 9.02

Each line ends with the Löwdin spin population.
Positions of all 22 atoms, in Å:
C: 1.36161 -2.43702 -0.72555  0.17
N: 1.98283 -1.27108 0.07633  0.01
C: 1.10390 -0.03016 0.14494  0.01
C: -0.45567 -0.40895 0.55302  0.04
S: -1.21120 0.30170 2.03574  0.17
C: 1.15609 0.94806 -1.08461  0.09
N: 0.56742 2.36074 -0.65105  0.01
H: 2.06252 -3.15577 -1.18810  0.04
H: 0.69860 -2.04253 -1.54341  0.06
H: 0.73831 -2.88578 0.00073  0.02
H: 2.81347 -1.06081 -0.49847  0.02
H: 1.43485 0.58728 0.90910  0.00
H: -0.45827 -1.47015 0.71087  0.01
H: -1.30478 -0.42426 -0.19300  0.02
H: -0.04294 0.71342 2.52706  0.00
H: 2.11623 1.24915 -1.59030  0.02
H: 0.58397 0.71073 -1.99512  0.06
H: 1.06177 2.72418 0.19883  0.00
H: -0.35780 2.14197 -0.49297  0.01
H: -2.01703 0.06591 -1.31680  0.02
H: -2.65825 0.66884 -2.63878  0.06
O: -2.76735 0.16141 -1.84565  0.15

***

The calculated energies rank the structures as follows, beginning with the most stable: A, B.